# 1
Entry from OMol25: a cluster of 2 separate species, C31H32N4O3 in total at a distorted geometry (ωB97M-V with the def2-TZVPD basis set).

## Properties
Lowest unoccupied orbital energy   -2.3 eV
Charge   0
E   -44764.71473 eV
Energy above the lowest of the compared OMol25 structures with the same formula, charge and spin   6.2474 eV

Geometry as XYZ:
```
70
C31H32N4O3 ωB97M-V with the def2-TZVPD basis set
C -4.371 -2.634 -0.841
N -3.386 -1.592 -0.654
C -3.539 -0.682 0.350
O -4.468 -0.651 1.155
C -2.353 0.281 0.280
C -1.537 0.277 1.589
C -2.339 0.725 2.754
C -2.948 1.961 2.917
N -3.650 1.957 4.108
C -3.492 0.731 4.747
C -4.011 0.258 5.947
C -3.709 -1.065 6.313
C -2.928 -1.884 5.476
C -2.411 -1.403 4.264
C -2.673 -0.082 3.908
N -1.600 -0.215 -0.872
C -0.487 0.420 -1.299
C 0.296 0.027 -2.378
C 1.439 0.668 -2.845
C 2.169 0.229 -4.000
C 3.339 0.913 -4.437
C 4.065 0.485 -5.539
C 3.646 -0.639 -6.271
C 2.494 -1.328 -5.870
C 1.768 -0.905 -4.760
C -2.212 -1.402 -1.508
C -1.309 -2.638 -1.417
C -2.666 -1.120 -2.944
H -5.127 -2.538 -0.056
H -4.862 -2.545 -1.818
H -3.912 -3.627 -0.771
H -2.740 1.301 0.078
H -1.171 -0.748 1.775
H -0.663 0.937 1.440
H -2.928 2.814 2.245
H -4.183 2.743 4.466
H -4.621 0.921 6.560
H -4.084 -1.465 7.256
H -2.719 -2.911 5.778
H -1.814 -2.015 3.584
H -0.214 1.313 -0.726
H -0.029 -0.870 -2.896
H 1.802 1.560 -2.331
H 3.664 1.783 -3.872
H 4.966 1.029 -5.830
H 4.210 -0.974 -7.142
H 2.153 -2.206 -6.423
H 0.877 -1.464 -4.474
H -1.084 -2.851 -0.363
H -1.829 -3.500 -1.855
H -0.366 -2.489 -1.945
H -3.377 -0.283 -2.937
H -1.825 -0.853 -3.587
H -3.156 -2.012 -3.352
C 5.212 1.073 -0.360
N 5.071 1.733 -1.545
O 5.668 1.307 -2.591
O 4.314 2.747 -1.631
C 4.626 1.497 0.872
C 3.880 2.696 1.010
C 3.348 3.062 2.244
C 3.529 2.246 3.370
C 4.243 1.041 3.252
C 4.794 0.681 2.030
H 5.832 0.182 -0.416
H 3.740 3.310 0.127
H 2.788 3.995 2.315
H 3.120 2.541 4.336
H 4.369 0.384 4.114
H 5.372 -0.236 1.896
```

natural (NBO) atomic charge list, values in e, 4 entries: C -0.42; N -0.45; C 0.68; O -0.59

# 2
Entry from OMol25: a structure of composition C31H32N5O5STi at a distorted geometry (ωB97M-V with the def2-TZVPD basis set).

## Properties
Lowest unoccupied orbital energy (alpha / beta)   -3.4 / -3.4 eV
Multiplicity   3
Charge   +1
E   -84303.41540 eV
Energy above the lowest of the compared OMol25 structures with the same formula, charge and spin   0.0000 eV

Geometry as XYZ:
```
75
C31H32N5O5STi ωB97M-V with the def2-TZVPD basis set
Ti -0.267 -0.590 0.824
C -3.061 4.753 4.520
C -2.630 3.700 3.531
C -2.685 3.939 2.165
C -2.278 3.003 1.184
C -2.291 3.370 -0.177
N -1.998 2.569 -1.264
C -1.575 3.191 -2.500
C -0.069 3.522 -2.564
C 0.784 2.535 -3.357
N 0.495 1.142 -2.977
C 0.140 0.206 -3.789
C -0.268 -1.113 -3.407
C -0.559 -2.054 -4.412
C -0.994 -3.322 -4.119
C -1.287 -4.349 -5.178
C -1.171 -3.620 -2.755
C -0.927 -2.729 -1.734
C -1.242 -3.163 -0.360
N -1.277 -2.429 0.680
C -1.623 -3.085 1.966
C -0.424 -3.141 2.912
C -0.097 -1.827 3.653
N -0.550 -0.640 2.903
C -1.160 0.279 3.562
C -1.714 1.510 3.031
C -2.136 2.479 3.963
C -1.831 1.747 1.668
O -1.527 0.770 0.793
C -0.419 -1.439 -2.045
O -0.122 -0.575 -1.130
H -3.731 5.479 4.059
H -2.203 5.301 4.913
H -3.582 4.309 5.369
H -3.057 4.898 1.817
H -2.577 4.383 -0.429
H -1.731 1.620 -1.067
H -2.148 4.111 -2.616
H -1.866 2.549 -3.336
H 0.301 3.584 -1.538
H 0.099 4.502 -3.014
H 1.843 2.720 -3.181
H 0.600 2.613 -4.429
H 0.500 0.872 -1.987
H 0.136 0.460 -4.847
H -0.429 -1.762 -5.450
H -1.131 -3.938 -6.174
H -2.319 -4.698 -5.119
H -0.639 -5.221 -5.071
H -1.533 -4.610 -2.488
H -1.494 -4.223 -0.263
H -1.999 -4.089 1.765
H -2.436 -2.507 2.406
H 0.447 -3.483 2.352
H -0.630 -3.908 3.660
H 0.981 -1.760 3.792
H -0.562 -1.821 4.640
H -1.259 0.147 4.641
H -2.057 2.261 5.023
O 1.398 0.765 1.099
C 2.170 -0.202 1.004
N 1.649 -1.459 0.940
S 2.748 -2.522 0.342
O 2.504 -2.727 -1.060
O 2.848 -3.660 1.204
C 4.114 -1.426 0.546
C 5.457 -1.700 0.394
C 6.338 -0.641 0.594
C 5.881 0.632 0.924
C 4.521 0.886 1.070
C 3.652 -0.168 0.879
H 5.812 -2.690 0.139
H 7.402 -0.814 0.495
H 6.596 1.430 1.078
H 4.150 1.867 1.336
```

Löwdin atomic charge list, values in e, 4 entries: Ti 1.04; C -0.05; C -0.27; C 0.01

# 3
Entry from OMol25: a structure of composition C31H32N5S2TeZr (ωB97M-V with the def2-TZVPD basis set).

## Properties
Lowest unoccupied orbital energy   -9.7 eV
Charge   +3
E   -70339.25944 eV
Energy above the lowest of the compared OMol25 structures with the same formula, charge and spin   0.8966 eV

Geometry as XYZ:
```
72
C31H32N5S2TeZr ωB97M-V with the def2-TZVPD basis set
Zr 0.436 1.083 0.445
C 4.414 -0.799 1.950
C 3.600 0.362 2.506
C 2.448 -0.124 3.391
C 3.055 1.286 1.435
C 3.125 0.995 0.071
C 2.693 1.905 -0.904
C 2.263 3.187 -0.548
C 2.212 4.268 -1.584
C 2.047 3.428 0.818
C 2.440 2.505 1.786
H 4.857 -1.355 2.774
H 5.230 -0.464 1.309
H 3.791 -1.501 1.386
H 4.263 0.980 3.120
H 1.610 -0.451 2.768
H 2.064 0.652 4.054
H 2.752 -0.975 4.000
H 3.553 0.051 -0.236
H 2.840 1.653 -1.948
H 3.247 4.523 -1.829
H 1.741 5.181 -1.227
H 1.738 3.939 -2.508
H 1.670 4.392 1.143
H 2.334 2.751 2.836
N -3.304 0.003 -1.680
C -3.443 -1.421 -1.748
C -4.164 -2.013 -2.767
C -4.232 -3.401 -2.809
C -3.558 -4.170 -1.870
C -2.810 -3.563 -0.869
C -2.776 -2.179 -0.800
S -2.058 -1.308 0.544
N -1.410 0.064 -0.319
C -2.204 0.594 -1.214
C -1.870 1.970 -1.648
C -2.588 2.664 -2.598
C -2.359 4.027 -2.757
C -1.442 4.636 -1.926
C -0.719 3.856 -1.041
N -0.871 2.531 -0.925
H -3.907 0.532 -2.291
H -4.674 -1.416 -3.512
H -4.812 -3.881 -3.585
H -3.622 -5.249 -1.913
H -2.294 -4.158 -0.126
H -3.333 2.175 -3.210
H -2.915 4.597 -3.490
H -1.271 5.704 -1.954
H -0.016 4.323 -0.373
Te -0.838 2.038 2.644
C -1.780 0.271 3.220
C -3.136 0.093 3.254
C -3.495 -1.165 3.800
C -2.410 -1.900 4.180
S -0.950 -1.062 3.910
H -3.852 0.826 2.910
H -4.514 -1.496 3.932
H -2.397 -2.870 4.653
N 1.994 -4.636 -1.854
C 1.675 -3.481 -1.278
C 1.545 -2.288 -2.037
C 1.239 -1.129 -1.395
N 1.045 -1.020 -0.057
C 1.129 -2.166 0.659
C 1.439 -3.377 0.110
H 2.173 -4.701 -2.843
H 2.103 -5.479 -1.315
H 1.690 -2.290 -3.109
H 1.142 -0.217 -1.982
H 0.927 -2.094 1.719
H 1.499 -4.248 0.749
```

Löwdin atomic charge list, values in e, 4 entries: Zr 1.39; C -0.04; C -0.34; C -0.07